Entry 1:
This record from the Open Molecules 2025 dataset describes a structure of composition C25H26BaBr2N3O4Se2 in a non-equilibrium geometry. The level of theory is the ωB97M-V functional and the def2-TZVPD basis.

* LUMO: 2.185 eV
* net charge: -1
* energy above the lowest of the compared OMol25 structures with the same formula, charge and spin: 96.6 kJ/mol
* orbital gap: 5.885 eV
* energy: -310482.466 eV

The geometry in XYZ format:
```
63
Properties=species:S:1:pos:R:3:forces:R:3
Ba -0.4717 -0.3271 0.2514 -0.919 -2.934 -1.630
O -2.7499 -4.2666 -4.2801 -0.029 -0.016 0.144
C -2.9949 -4.1176 -2.8714 0.035 -0.068 -0.144
C -2.1132 -3.0281 -2.2521 0.149 -0.010 0.066
C -2.5160 -1.7387 -2.9538 0.032 0.122 0.054
O -1.7061 -0.6066 -2.5919 0.062 0.112 0.036
C -2.4565 -3.0571 -0.7345 0.124 0.293 0.037
Se -3.3848 -1.4985 0.1037 -0.375 -0.149 -0.032
C -0.6271 -3.3859 -2.5470 -0.149 0.111 0.219
Se 0.7978 -2.6544 -1.3783 0.480 -0.542 -0.496
H -3.1009 -5.1185 -4.5518 0.002 0.053 0.016
H -2.7805 -5.0554 -2.3499 0.023 -0.047 -0.040
H -4.0486 -3.8651 -2.7004 -0.025 0.009 0.004
H -3.5555 -1.5300 -2.6960 -0.033 0.028 -0.007
H -2.4347 -1.8850 -4.0316 0.038 0.006 -0.070
H -2.3246 0.1077 -2.4026 -0.037 -0.127 0.094
H -1.5287 -3.2202 -0.1859 0.015 -0.031 -0.005
H -3.1005 -3.9100 -0.5170 -0.003 -0.013 -0.016
H -0.3933 -3.1071 -3.5718 -0.019 0.026 -0.033
H -0.5212 -4.4690 -2.4845 0.002 -0.060 0.021
Br -0.3233 2.4850 4.2318 0.036 0.012 -0.006
C 1.1929 2.5623 3.1043 0.103 0.142 0.160
C 2.3717 3.1511 3.5940 -0.149 -0.069 -0.036
C 3.4854 3.2307 2.8124 0.009 -0.017 -0.075
Br 5.0490 4.0486 3.5246 0.010 -0.007 -0.014
C 3.4832 2.7049 1.4970 0.047 -0.031 -0.076
C 4.5913 2.7120 0.6174 0.001 0.051 0.128
C 4.4847 2.1470 -0.6188 0.011 -0.028 -0.097
C 3.2635 1.5524 -0.9961 -0.025 -0.024 0.056
N 2.2131 1.5298 -0.2168 -0.091 0.133 0.285
C 2.2933 2.1084 1.0185 0.018 -0.155 -0.310
C 1.0888 2.0451 1.8220 -0.390 -0.128 -0.301
O 0.0208 1.5083 1.3234 1.258 3.050 2.002
H 2.3873 3.5433 4.6008 -0.026 0.003 0.018
H 5.5178 3.1668 0.9415 0.003 -0.002 0.004
H 5.3218 2.1448 -1.3058 -0.029 -0.007 0.020
H 3.1592 1.0650 -1.9607 -0.002 0.005 0.008
C 4.0889 -4.9875 0.4462 -0.051 0.038 -0.157
N 3.8435 -3.7736 1.2256 0.063 -0.272 0.195
N 2.5601 -3.6649 1.7627 -0.045 0.073 -0.065
C 2.0925 -2.3715 1.6314 -0.293 -0.094 0.087
O 1.0065 -1.9962 2.0753 0.065 0.381 0.003
C 3.1389 -1.6620 0.9337 -0.131 0.129 0.054
C 4.1181 -2.5435 0.6657 0.190 -0.065 -0.145
C 5.3403 -2.3664 -0.1652 0.010 0.006 0.008
C 2.0141 -4.6636 2.5966 -0.028 0.133 -0.167
C 2.8226 -5.3953 3.4553 0.071 -0.067 0.064
C 2.2555 -6.3735 4.2609 -0.016 0.010 -0.009
C 0.8869 -6.6032 4.2230 0.016 0.038 -0.029
C 0.0867 -5.8592 3.3629 0.022 0.018 -0.027
C 0.6439 -4.8958 2.5352 -0.042 -0.034 0.036
H 3.5875 -5.8196 0.9308 0.024 -0.019 0.058
H 5.1570 -5.1920 0.4336 0.051 0.033 -0.016
H 3.7075 -4.8987 -0.5745 -0.071 0.044 0.035
H 3.0933 -0.6265 0.6393 0.026 -0.063 0.058
H 5.4749 -1.3098 -0.3886 0.001 -0.010 0.003
H 5.2452 -2.9039 -1.1124 -0.033 0.015 0.041
H 6.2285 -2.7352 0.3507 -0.003 0.005 -0.003
H 3.8858 -5.1909 3.4926 -0.024 -0.001 -0.004
H 2.8862 -6.9472 4.9297 -0.018 0.018 -0.020
H 0.4455 -7.3588 4.8610 0.004 0.011 -0.014
H -0.9815 -6.0355 3.3236 0.037 0.007 0.003
H 0.0439 -4.3186 1.8437 0.015 -0.029 0.026
```
Forces are in eV/Å.

Mulliken population analysis, charges in e, atoms 1 to 5:
1. Ba 1.21
2. O -0.53
3. C -1.54
4. C 2.33
5. C -1.47

---

Entry 2:
This record from the Open Molecules 2025 dataset describes a structure of composition CH4CsN2O in a non-equilibrium geometry. The level of theory is the ωB97M-V functional and the def2-TZVPD basis.

* LUMO: -3.889 eV
* net charge: +1
* energy above the lowest of the compared OMol25 structures with the same formula, charge and spin: 118.9 kJ/mol
* orbital gap: 8.407 eV
* energy: -6672.596 eV

The geometry in XYZ format:
```
9
Properties=species:S:1:pos:R:3:forces:R:3
Cs -3.3323 3.3994 3.8025 0.062 -0.106 -0.068
C 0.0957 -0.2806 -0.0501 0.004 0.131 -2.033
O -0.7170 -0.0356 0.7700 -2.698 1.154 3.376
N 0.2889 0.4110 -1.1440 0.248 3.469 -3.138
N 0.7947 -1.3634 -0.1185 2.304 -4.529 1.705
H 1.0964 0.2421 -1.7267 -0.389 0.262 0.052
H -0.2513 1.2502 -1.2989 0.323 -0.173 0.038
H 1.4190 -1.6161 -0.8711 -0.338 0.007 0.379
H 0.6060 -2.0070 0.6367 0.484 -0.216 -0.311
```
Forces are in eV/Å.

Mulliken population analysis, charges in e, atoms 1 to 5:
1. Cs 1.00
2. C 0.66
3. O -0.65
4. N -0.39
5. N -0.39

---

Entry 3:
This record from the Open Molecules 2025 dataset describes an isolated molecule of C5H9N in a non-equilibrium geometry. The level of theory is the ωB97M-V functional and the def2-TZVPD basis.

* LUMO: 1.196 eV
* net charge: 0
* SMILES: C/C=C/C=C/N
* energy above the lowest of the compared OMol25 structures with the same formula, charge and spin: 156.9 kJ/mol
* orbital gap: 8.745 eV
* energy: -6819.369 eV

The geometry in XYZ format:
```
15
Properties=species:S:1:pos:R:3:forces:R:3
C 2.2513 -0.5303 1.7562 -0.444 2.732 -1.378
C 1.4837 0.0795 0.5362 -1.308 -2.362 1.176
C 0.3123 -0.5223 0.2571 -0.109 1.363 -0.588
C -0.4829 -0.0006 -0.8786 0.670 -0.180 0.296
C -1.8089 0.1461 -0.8644 0.796 0.143 0.232
N -2.6093 0.8766 -1.7149 -1.206 -0.156 -0.216
H 1.6677 -0.2841 2.6446 0.026 -0.436 0.089
H 2.3475 -1.5867 1.5717 0.489 -0.210 0.337
H 3.1606 0.0720 1.8413 0.385 -0.860 0.202
H 1.7296 0.9247 -0.0917 0.733 0.022 0.251
H -0.1233 -1.2757 0.9077 0.168 -0.134 -0.033
H 0.2076 0.3539 -1.6420 -0.681 0.321 -0.361
H -2.3145 -0.2472 0.0165 -0.245 -0.102 -0.247
H -2.3164 1.5364 -2.4166 0.610 -0.385 0.167
H -3.5050 0.4579 -1.9232 0.116 0.244 0.073
```
Forces are in eV/Å.

Mulliken population analysis, charges in e, atoms 1 to 5:
1. C -1.08
2. C -0.16
3. C -0.33
4. C -0.51
5. C -0.08

---

Entry 4:
This record from the Open Molecules 2025 dataset describes a structure of composition C41H48N6P2S2Zn in a non-equilibrium geometry. The level of theory is the ωB97M-V functional and the def2-TZVPD basis.

* LUMO: 4.200 eV
* net charge: -2
* orbital gap: 4.348 eV
* energy: -140904.612 eV

The geometry in XYZ format:
```
100
Properties=species:S:1:pos:R:3:forces:R:3
Zn 8.7743 10.5439 12.6169 0.038 -0.270 0.200
S 6.3932 12.9913 14.9922 -0.247 0.367 0.105
P 8.3530 12.6606 14.9107 0.127 -0.741 -0.045
C 8.9546 11.1064 14.6158 -0.182 0.312 -0.744
P 8.6213 9.8090 15.6448 0.708 -1.565 -1.027
S 6.8917 8.6817 15.5961 0.852 0.463 -0.122
C 8.8811 10.1960 17.3888 -0.448 0.101 -0.707
C 10.1654 10.3198 17.9149 -0.710 0.283 1.207
C 10.2874 10.6820 19.2619 1.264 0.108 0.205
C 9.1740 10.8826 20.0687 -0.054 -0.193 -0.194
C 7.9326 10.7523 19.4785 -0.597 0.117 -0.234
C 7.7348 10.4400 18.1319 1.149 0.457 1.692
C 10.1243 8.6314 15.4049 -1.895 1.243 0.542
C 11.1069 8.8750 14.4863 1.466 -0.250 -0.790
C 12.2099 7.9649 14.3929 -1.159 0.277 0.594
C 12.2962 6.9102 15.3050 -1.062 0.879 -0.136
C 11.2746 6.7033 16.2453 0.076 0.058 -0.341
C 10.1923 7.5675 16.2744 -0.572 -1.472 0.930
C 9.2066 13.3013 16.4089 0.628 0.286 -0.996
C 10.6278 13.1892 16.4049 -1.126 0.267 1.392
C 11.3127 13.8092 17.4414 0.358 -0.588 -0.848
C 10.6076 14.4914 18.4032 0.899 1.541 2.000
C 9.2373 14.6470 18.4053 -0.026 -1.129 -1.044
C 8.5107 14.0322 17.3488 1.084 0.836 0.996
C 9.0864 13.8276 13.6605 -0.934 -0.090 0.429
C 10.2197 13.5450 12.9490 1.633 -0.984 0.303
C 10.7854 14.4619 12.0770 0.294 -0.840 -0.419
C 10.1327 15.6428 11.8314 0.487 0.526 -0.053
C 8.9791 15.9668 12.5187 -0.233 -1.659 0.424
C 8.4402 15.0257 13.4235 1.231 1.064 -0.780
H 11.0385 10.1190 17.3095 -0.032 0.089 -0.047
H 11.2961 10.8353 19.6954 -0.624 -0.221 -0.322
H 9.2192 11.1120 21.1413 0.288 -0.007 -0.535
H 7.0627 10.9311 20.0725 -0.519 0.098 0.432
H 6.7222 10.4265 17.7692 0.077 -0.261 -0.539
H 11.0199 9.7567 13.8264 0.138 -0.713 0.258
H 12.9218 8.0472 13.5830 0.108 0.172 0.176
H 13.1153 6.2420 15.2737 0.767 -0.663 -0.143
H 11.2726 5.8203 16.8813 0.185 0.188 0.044
H 9.3454 7.3343 16.9702 0.772 0.446 -0.706
H 11.1189 12.5372 15.7052 0.039 0.015 -0.388
H 12.3996 13.7527 17.5342 -0.271 -0.071 -0.164
H 11.2101 14.9930 19.2236 -0.815 -0.668 -0.911
H 8.7980 15.1580 19.2404 -0.470 0.269 0.032
H 7.4546 14.1896 17.2116 -0.294 -0.208 0.089
H 10.7305 12.6011 13.1703 -0.163 0.163 -0.320
H 11.7009 14.2335 11.5135 -0.413 -0.058 0.408
H 10.6252 16.3060 11.1366 -0.310 0.403 -0.178
H 8.4538 16.8472 12.2687 -0.515 1.009 0.029
H 7.5807 15.2391 13.9932 -1.114 0.284 0.417
C 6.1347 14.4462 10.8084 -0.183 0.052 1.346
N 6.1349 13.2335 10.0582 -0.523 -0.451 -0.772
C 6.1239 13.3938 8.6234 -0.181 1.392 -0.196
C 6.7638 12.1102 10.5469 0.209 -0.496 -0.148
N 7.6244 12.1420 11.4926 0.247 0.112 0.123
N 6.4030 10.9505 9.9203 0.403 -0.227 0.454
C 7.2720 9.7800 9.9084 1.069 0.209 -0.035
N 7.3212 9.1546 8.5942 -0.739 -0.327 -0.236
N 6.8921 9.4237 12.2658 0.437 1.176 -0.057
H 5.3020 15.0720 10.4850 -0.251 -0.100 0.122
H 7.0215 15.0597 10.6676 0.492 0.011 -0.044
H 6.0477 14.1990 11.9042 -0.050 0.383 -1.005
H 5.1744 13.8808 8.3384 0.193 -0.395 -0.197
H 6.3012 12.4716 8.0961 -0.216 -0.290 -0.050
H 6.9179 14.0913 8.2923 -0.041 -0.125 0.177
H 7.8173 13.1156 11.6957 0.338 -0.112 0.309
H 5.5560 10.9430 9.3964 -0.285 -0.025 -0.242
H 8.1502 8.5411 8.6264 -0.285 0.367 -0.183
H 6.5102 8.5164 8.5087 0.518 0.362 0.019
H 6.6820 8.8395 13.0434 -0.094 -0.618 0.866
C 6.9451 8.7650 10.9979 -0.556 -0.321 -0.748
C 7.9341 7.5828 10.9315 1.106 0.626 0.502
C 8.0895 6.8899 12.3059 0.182 0.968 0.465
C 9.3547 7.8720 10.3279 -0.643 -1.206 0.031
C 9.6985 6.8913 9.3975 -0.531 0.169 -0.198
C 10.9021 6.8140 8.7401 -0.170 -1.112 -1.384
C 11.8186 7.8160 8.9791 1.500 -0.058 -0.221
C 11.6035 8.7629 9.9293 0.517 1.199 0.419
C 12.7227 9.8164 10.1271 -1.119 -0.415 -0.738
C 12.3082 11.2269 9.7721 -0.551 0.357 -0.257
C 13.3427 9.7032 11.4768 -0.931 0.577 0.951
C 10.3473 8.8653 10.7442 0.280 -0.041 -0.900
N 10.2193 9.8177 11.5980 -0.442 0.673 0.630
H 5.9245 8.3844 10.7517 0.205 -0.146 -0.043
H 8.2901 10.1790 10.1072 -0.458 -0.329 0.004
H 6.1957 10.1577 12.2316 -0.049 0.089 0.259
H 7.4827 6.8888 10.2076 0.085 -0.020 0.387
H 8.6924 7.5103 13.0422 -0.905 -0.466 -0.891
H 8.6842 6.0084 12.1618 0.157 -0.670 -0.092
H 7.1181 6.6255 12.7627 0.368 0.081 -0.047
H 8.9197 6.2021 9.0636 0.041 -0.142 0.268
H 11.0578 6.0915 7.9217 -0.096 0.272 0.501
H 12.7835 7.8006 8.4040 -0.830 0.182 0.549
H 13.5279 9.5591 9.4495 0.107 -0.159 -0.663
H 11.4855 11.6144 10.3901 0.156 -0.284 -0.291
H 12.1119 11.3247 8.7103 -0.844 -0.344 -0.349
H 13.1363 11.8997 9.8155 1.021 0.618 0.764
H 12.5347 9.5067 12.1913 0.372 0.273 0.016
H 13.8636 10.6283 11.7376 0.190 -0.116 0.206
H 14.0027 8.8749 11.4213 0.895 -0.825 0.449
```
Forces are in eV/Å.

Mulliken population analysis, charges in e, atoms 1 to 5:
1. Zn 0.35
2. S -0.58
3. P 1.55
4. C -1.13
5. P 1.07

---

> Which of these has the highest orbital gap?

C5H9N

---

> Among the records above, which one has the lowest LUMO?

CH4CsN2O

---

> Among the records above, which one has the highest LUMO?

C41H48N6P2S2Zn